(1)
This record from the Open Molecules 2025 dataset describes a 11-piece molecular cluster, C42H82O14 overall in a non-equilibrium geometry. The level of theory is ωB97M-V/def2-TZVPD.

Results
**HOMO**: -7.876 eV
**Kohn-Sham gap**: 8.384 eV
**SMILES**: Oc1ccc(O)cc1.Oc1ccc(O)cc1.Oc1ccc(O)cc1.CC(C)O.CC(C)O.CC(C)O.CC(C)O.CC(C)O.CC(C)O.CC(C)O.CC(C)O
**Calculated total energy**: -73546.56550 eV

The geometry in XYZ format:
```
138
Properties=species:S:1:pos:R:3:mulliken_charge:R:1
C 0.9770 -4.8912 -2.4035 -0.705
C 1.4839 -3.7622 -1.7199 -0.530
C 0.6110 -2.6702 -1.6576 0.776
C -0.6202 -2.6496 -2.2768 -1.182
C -1.0663 -3.7816 -2.9068 -0.145
C -0.2938 -4.9327 -2.9677 0.209
O -0.7577 -6.1584 -3.4591 -0.592
O 0.9612 -1.5715 -0.9234 0.944
H 1.6321 -5.7335 -2.5306 0.437
H 2.4906 -3.7048 -1.3287 0.233
H -1.2152 -1.7911 -2.1721 0.809
H -2.0729 -3.7813 -3.3101 0.361
H -1.6624 -6.0611 -3.7487 0.309
H 1.8316 -1.6398 -0.5452 -0.066
C -0.3528 -2.0009 5.9196 -0.549
C -1.4850 -2.4452 5.2459 -0.129
C -2.6812 -1.7363 5.1890 0.177
C -2.8128 -0.4967 5.8774 -0.461
C -1.6588 -0.0634 6.5490 -0.488
C -0.4783 -0.8007 6.5980 0.518
O 0.6858 -0.2959 7.1029 -0.580
O -3.7546 -2.1022 4.4724 -0.608
H 0.4576 -2.6514 5.9398 0.502
H -1.3508 -3.3423 4.6392 0.183
H -3.8025 0.0782 5.8108 0.358
H -1.7138 0.8566 7.1300 0.381
H 0.5956 0.6879 7.1171 0.311
H -3.5180 -2.8599 3.8576 0.251
C -0.8173 0.6765 -0.6587 0.543
C -0.0070 0.5941 0.4366 0.097
C -0.4613 -0.0887 1.5688 1.008
C -1.7833 -0.5311 1.7025 -0.073
C -2.6307 -0.3517 0.6201 -0.723
C -2.1855 0.1681 -0.5794 0.771
O -3.0665 0.1803 -1.5913 -0.829
O 0.4256 -0.2398 2.5538 -0.100
H -0.5490 0.9891 -1.6890 0.059
H 1.0992 0.9433 0.3381 -0.244
H -2.1316 -0.9379 2.6546 -0.158
H -3.7647 -0.3897 0.6899 0.033
H -2.7772 0.9837 -2.0648 0.111
H 0.0335 -0.1859 3.4386 -0.316
C 5.4461 -0.1835 -0.5003 -1.286
C 4.9498 -1.5532 -0.6853 0.806
C 5.7579 -2.6572 -0.0240 -1.580
O 3.6280 -1.6492 -0.2126 -0.552
H 5.1845 0.1970 0.5323 0.253
H 4.9927 0.4863 -1.2150 0.166
H 6.4948 -0.1168 -0.7493 0.466
H 4.9542 -1.8123 -1.7552 0.173
H 6.7744 -2.4325 -0.3477 0.548
H 5.3250 -3.5842 -0.3912 0.309
H 5.7795 -2.5657 1.0430 0.313
H 3.6352 -1.5211 0.7626 0.045
C -1.8228 0.7370 -4.7050 -1.006
C -1.4560 2.1577 -4.2819 0.921
C -1.8157 3.2230 -5.3457 -1.179
O -2.1869 2.4561 -3.0630 -0.265
H -1.0978 0.3868 -5.4505 0.362
H -2.8624 0.6959 -5.1429 0.345
H -1.8066 0.0481 -3.8883 -0.028
H -0.4060 2.3389 -4.0780 0.277
H -1.4208 4.1678 -4.8885 0.026
H -2.9218 3.3200 -5.3668 0.278
H -1.4233 3.0107 -6.3654 0.444
H -2.1804 3.3655 -2.8809 0.169
C -2.0416 -5.3305 -0.0012 -1.606
C -2.2150 -3.8451 0.5029 2.006
C -3.4591 -3.7088 1.3776 -1.374
O -1.1011 -3.5417 1.4452 -0.277
H -2.1113 -5.9230 0.9141 0.421
H -1.0522 -5.5763 -0.5068 0.180
H -2.7934 -5.6535 -0.6532 0.446
H -2.1265 -3.1213 -0.2917 -0.565
H -3.2695 -4.3844 2.2348 0.413
H -4.3868 -3.9597 0.8390 0.331
H -3.5026 -2.6797 1.8403 -0.010
H -0.4525 -2.9878 0.9713 -0.170
C 2.0335 -0.4922 -5.5111 -1.029
C 3.2504 -0.4330 -4.5620 1.316
C 4.4880 -0.8316 -5.3291 -1.372
O 3.4023 0.7524 -3.8437 -0.640
H 2.0516 0.2235 -6.3616 0.393
H 1.1695 -0.2058 -4.8809 -0.102
H 1.9181 -1.5593 -5.7538 0.389
H 2.9983 -1.1725 -3.8871 -0.284
H 5.3865 -0.8398 -4.6725 0.301
H 4.6732 -0.1542 -6.1954 0.350
H 4.2703 -1.8170 -5.7509 0.364
H 3.7686 0.5508 -2.9708 0.274
C -3.1459 3.9711 2.3506 -1.312
C -3.1481 3.2727 0.9532 1.735
C -4.2502 3.7135 0.0417 -1.536
O -1.8930 3.4259 0.3280 -0.695
H -2.2933 3.6019 2.9795 0.169
H -4.1080 3.8166 2.8648 0.398
H -2.9300 5.0406 2.0671 0.294
H -3.1595 2.2178 1.0817 -0.582
H -4.4470 3.2276 -0.8637 0.296
H -4.0032 4.7655 -0.1840 0.242
H -5.1866 3.6069 0.6240 0.479
H -1.6433 2.5334 -0.0596 0.232
C 2.5842 -4.2980 1.5046 -0.727
C 2.2285 -3.4781 2.6998 1.880
C 2.9640 -3.9161 3.9657 -1.828
O 2.5641 -2.1087 2.3374 -0.642
H 2.4564 -5.3727 1.4809 0.512
H 3.6212 -4.0411 1.1826 -0.077
H 1.9231 -3.9357 0.6832 -0.094
H 1.1597 -3.5714 2.9135 -0.520
H 4.0512 -3.8073 3.7567 0.328
H 2.7931 -4.8949 4.2239 0.494
H 2.6484 -3.4084 4.8661 0.329
H 1.8172 -1.4457 2.4217 0.115
C 1.2689 3.4470 4.7529 -1.422
C 1.0721 3.8364 3.3375 0.678
C 2.3928 3.7382 2.5620 -1.361
O -0.0067 3.1196 2.7691 -0.132
H 1.6853 2.4914 4.7993 0.265
H 0.2659 3.4822 5.1995 0.328
H 1.9255 4.2070 5.0875 0.465
H 0.8145 4.9088 3.3582 0.262
H 2.2346 4.0495 1.5099 0.322
H 2.8251 2.7148 2.5472 0.198
H 3.0830 4.4504 2.9932 0.493
H -0.1531 3.3914 1.8549 -0.047
C -0.5281 6.3474 -2.6562 -1.294
C -1.9931 6.1630 -2.2750 0.475
C -2.9899 6.4604 -3.3595 -1.142
O -2.2320 4.8561 -1.9474 -0.493
H -0.2996 5.8094 -3.5979 0.156
H 0.0891 5.9121 -1.8751 0.345
H -0.3334 7.4270 -2.7811 0.444
H -2.2128 6.8221 -1.4142 0.372
H -2.9359 7.5363 -3.6396 0.427
H -4.0308 6.2967 -2.9119 0.296
H -2.9665 5.8079 -4.2961 0.113
H -1.8114 4.4762 -1.1082 0.102
```

(2)
This record from the Open Molecules 2025 dataset describes a 5-piece molecular cluster, C42H84BrINO7 overall. The level of theory is ωB97M-V/def2-TZVPD.

Results
**Charge**: +1
**HOMO**: -12.290 eV
**Kohn-Sham gap**: 8.263 eV
**Calculated total energy**: -138873.73777 eV

The geometry in XYZ format:
```
136
Properties=species:S:1:pos:R:3:mulliken_charge:R:1
C 4.9939 4.0705 -2.3374 -1.482
C 4.5577 2.9419 -1.4480 -0.051
O 3.5866 2.1576 -2.1137 -0.257
C 3.8016 0.7825 -1.9808 -0.834
C 2.8009 0.0302 -2.8367 -0.330
O 1.5461 0.6651 -2.9838 -0.306
C 0.4948 0.2099 -2.1750 -2.107
C 0.2701 1.0575 -0.9417 1.028
C 0.6021 0.6833 0.3478 1.003
C 1.2133 -0.6675 0.5378 -0.652
C 0.2927 -1.8609 0.3774 0.276
O 0.6680 -2.9247 0.0489 -0.483
I -1.8064 -1.4914 0.7949 -0.027
C 0.3859 1.5446 1.4528 -0.056
C 0.7809 1.1830 2.8495 -1.946
C 2.1316 1.7901 3.2767 -0.321
C 2.9183 0.8430 4.1538 -0.757
O 2.2715 0.5542 5.3761 -0.514
C -0.2091 2.7560 1.1979 0.163
Br -0.5800 4.0081 2.5152 0.042
N -0.5616 3.1058 -0.0752 0.613
O -1.1165 4.3309 -0.3277 -0.174
C -2.5306 4.3900 -0.0062 -1.061
C -3.4372 4.1138 -1.2011 1.115
C -4.4239 3.0001 -0.9125 -1.411
O -4.1713 5.2659 -1.5821 -0.594
C -0.3163 2.3115 -1.1444 -0.088
O -0.6650 2.8403 -2.2968 -0.513
H 4.1376 4.5927 -2.7419 0.322
H 5.6101 3.7169 -3.1519 0.374
H 5.5642 4.7852 -1.7567 0.419
H 4.1395 3.3323 -0.5199 0.115
H 5.4238 2.3386 -1.1822 0.419
H 3.7555 0.4848 -0.9259 0.231
H 4.8001 0.5298 -2.3306 0.538
H 3.2009 -0.0717 -3.8366 0.534
H 2.6811 -0.9805 -2.4464 0.342
H 0.6136 -0.8326 -1.9061 0.738
H -0.3927 0.2643 -2.7999 0.736
H 2.0216 -0.8044 -0.1685 -0.162
H 1.6511 -0.7665 1.5179 0.202
H -0.0081 1.4952 3.5200 0.846
H 0.8477 0.1129 2.9466 0.660
H 1.9526 2.7186 3.8099 0.514
H 2.7186 2.0218 2.3923 0.134
H 3.9103 1.2428 4.3418 0.354
H 3.0190 -0.1084 3.6409 0.316
H 1.8739 1.3590 5.7179 0.338
H -2.7604 3.7266 0.8160 0.407
H -2.6741 5.3987 0.3593 0.449
H -2.8280 3.8113 -2.0460 0.009
H -3.9813 2.0269 -1.1004 0.303
H -4.7803 3.0321 0.1111 0.320
H -5.2841 3.1133 -1.5557 0.433
H -3.8619 6.0525 -1.1304 0.339
H -0.8661 2.1588 -2.9496 0.392
C 1.6024 10.8576 0.8737 -1.258
C 0.6542 9.6630 0.8257 -0.339
C 0.7938 8.7251 2.0239 -0.539
C 2.1677 8.0681 2.1691 -0.794
C 2.6200 7.2569 0.9564 -0.652
C 1.6966 6.0841 0.6424 -0.498
H 2.6477 10.5459 0.8691 0.287
H 1.4537 11.5084 0.0124 0.390
H 1.4333 11.4510 1.7738 0.304
H 0.8102 9.1096 -0.1051 0.211
H -0.3753 10.0273 0.7913 0.397
H 0.0218 7.9506 1.9604 0.133
H 0.5800 9.2842 2.9391 0.438
H 2.1489 7.4137 3.0472 0.337
H 2.9186 8.8314 2.3838 0.364
H 3.6267 6.8782 1.1504 0.361
H 2.7040 7.9006 0.0774 0.323
H 1.6394 5.4066 1.4975 0.089
H 2.0607 5.5197 -0.2136 0.294
H 0.6850 6.4170 0.4045 0.171
C 2.2204 -8.7894 0.6253 -1.186
C 1.0446 -8.7926 1.5985 -0.365
C -0.2096 -8.1191 1.0441 -0.798
C -0.0464 -6.6358 0.7083 -0.639
C 0.4056 -5.7596 1.8745 0.523
C -0.5873 -5.7353 3.0348 -1.226
H 2.5317 -7.7750 0.3708 0.274
H 3.0844 -9.2973 1.0542 0.380
H 1.9580 -9.3025 -0.3018 0.297
H 1.3442 -8.3146 2.5352 0.213
H 0.7969 -9.8255 1.8532 0.392
H -1.0258 -8.2438 1.7607 0.301
H -0.5242 -8.6465 0.1387 0.377
H -1.0028 -6.2572 0.3329 0.387
H 0.6634 -6.5231 -0.1160 0.327
H 0.5231 -4.7433 1.5069 -0.523
H 1.3860 -6.0805 2.2367 0.328
H -1.5591 -5.3674 2.6966 0.171
H -0.2356 -5.0752 3.8301 0.450
H -0.7372 -6.7192 3.4800 0.367
C 1.9033 -1.0636 -9.5887 -1.193
C 0.6698 -1.1686 -8.6962 -0.486
C 0.7104 -0.2346 -7.4878 -0.882
C 1.8624 -0.4928 -6.5150 -0.106
C 1.9122 -1.9079 -5.9398 -0.521
C 0.6799 -2.2710 -5.1165 -1.037
H 2.8151 -1.3327 -9.0536 0.281
H 1.8216 -1.7305 -10.4467 0.385
H 2.0235 -0.0466 -9.9666 0.298
H 0.5436 -2.2036 -8.3670 0.217
H -0.2179 -0.9300 -9.2861 0.396
H -0.2425 -0.3035 -6.9542 0.307
H 0.7814 0.7985 -7.8406 0.444
H 1.7850 0.2236 -5.6890 -0.040
H 2.8129 -0.2783 -7.0103 0.414
H 2.7999 -1.9920 -5.3058 0.343
H 2.0455 -2.6397 -6.7393 0.444
H 0.5579 -1.5714 -4.2846 0.012
H 0.7667 -3.2754 -4.7003 0.386
H -0.2328 -2.2435 -5.7121 0.386
C -4.3874 -4.1182 2.8492 -0.979
C -5.5673 -3.7961 3.7616 -0.468
C -5.2590 -4.0037 5.2434 -0.709
C -4.8976 -5.4398 5.6274 -0.496
C -5.9577 -6.4835 5.2793 -0.352
C -7.2890 -6.2634 5.9926 -1.210
H -4.0833 -5.1616 2.9378 0.200
H -4.6428 -3.9409 1.8025 0.421
H -3.5240 -3.4948 3.0972 0.214
H -6.4297 -4.3994 3.4680 0.270
H -5.8631 -2.7540 3.6117 0.331
H -6.1166 -3.6710 5.8334 0.335
H -4.4281 -3.3496 5.5278 0.353
H -4.7089 -5.4721 6.7044 0.386
H -3.9536 -5.7196 5.1509 0.121
H -5.5705 -7.4688 5.5481 0.377
H -6.1210 -6.5089 4.1983 0.233
H -7.1558 -6.2797 7.0758 0.300
H -8.0048 -7.0434 5.7328 0.379
H -7.7394 -5.3066 5.7244 0.280
```

(3)
This record from the Open Molecules 2025 dataset describes a 12-piece molecular cluster, C42H85F16NO29S9 overall in a non-equilibrium geometry. The level of theory is ωB97M-V/def2-TZVPD.

Results
**Charge**: +1
**HOMO (spin up / spin down)**: -12.737 / -12.737 eV
**Kohn-Sham gap (spin up / spin down)**: 8.482 / 4.675 eV
**Multiplicity**: 2
**<S²>**: 0.7589
**Calculated total energy**: -246779.92836 eV

The geometry in XYZ format:
```
182
Properties=species:S:1:pos:R:3:mulliken_charge:R:1
O -5.5251 2.0444 1.6703 -0.546
S -5.6389 0.6470 2.0315 1.090
O -5.7751 0.1817 3.3958 -0.645
O -6.9434 0.0932 1.1093 -0.326
C -7.3882 -1.2051 1.3323 0.696
C -8.4671 -1.3938 0.3380 -1.450
C -4.1993 -0.2870 1.1821 0.921
H -7.7325 -1.4166 2.3446 0.423
H -6.6152 -1.9178 1.0450 -0.407
H -8.2676 -0.8214 -0.5679 0.258
H -9.3855 -0.9806 0.7550 0.413
H -8.6842 -2.4371 0.1088 0.353
H -3.2423 0.1399 1.4823 -0.371
H -4.2940 -0.1596 0.1038 -0.779
H -4.0915 -1.3496 1.3997 0.154
O -0.8715 -2.0490 0.5153 -0.369
S 0.5043 -1.8288 0.0261 0.121
O 1.2343 -2.7194 -0.8660 -0.019
O 0.5427 -0.3140 -0.5542 1.126
C -0.1661 0.6683 0.1251 1.455
C 0.0725 2.0399 -0.4688 -0.771
C 1.5669 -1.5761 1.4687 0.425
H 0.0838 0.7838 1.1797 -0.632
H -1.2161 0.3757 0.1269 -0.904
H -0.1669 2.8854 0.1762 -0.201
H -0.4783 2.3086 -1.3703 0.300
H 1.1213 2.1875 -0.7262 0.089
H 1.0124 -1.0094 2.2167 -0.554
H 2.4501 -0.9847 1.2269 -0.511
H 1.8594 -2.4910 1.9839 0.404
O 5.5360 -0.3753 3.5473 -0.604
S 5.2899 1.0346 3.3238 1.213
O 4.5866 1.8747 4.3157 -0.615
O 6.8167 1.7300 3.1587 -0.381
C 7.8073 1.0200 2.4941 -0.004
C 9.1009 1.8246 2.4706 -1.308
C 4.6192 1.2675 1.5634 -0.267
H 7.4748 0.6605 1.5202 0.260
H 8.0308 0.0853 3.0085 0.271
H 9.8613 1.3010 1.8911 0.391
H 9.5155 1.9623 3.4693 0.305
H 8.8301 2.7545 1.9706 0.327
H 4.3869 2.3324 1.5515 0.317
H 3.7174 0.6614 1.4770 -0.567
H 5.3564 0.9067 0.8462 0.701
O -3.8996 3.4386 -1.5655 -0.779
S -3.1943 3.7625 -0.2744 0.927
O -2.7331 2.6554 0.6109 -0.413
O -1.9888 4.8156 -0.5471 0.341
C -2.0944 5.7827 -1.5647 -0.414
C -1.6133 5.1539 -2.8714 -1.293
C -4.2131 4.8609 0.8322 -1.108
H -1.4415 6.6165 -1.3066 0.313
H -3.1325 6.1127 -1.6041 0.449
H -1.4164 5.9106 -3.6308 0.499
H -2.3499 4.4277 -3.2152 0.346
H -0.6265 4.7005 -2.7771 0.149
H -5.2640 4.6002 0.7063 0.466
H -4.1528 5.9202 0.5828 0.444
H -3.9421 4.7167 1.8781 0.111
O -3.4387 7.7669 1.8346 -0.616
S -2.0968 7.5926 2.3556 1.126
O -1.7109 6.4058 3.0671 -0.462
O -0.9875 7.7189 1.1078 -0.294
C 0.3254 7.3864 1.3981 -0.869
C 0.5651 6.0603 0.6563 -0.161
C -1.5466 9.0767 3.4064 -0.979
H 0.6340 7.2762 2.4376 0.515
H 0.9769 8.1357 0.9484 0.382
H 0.6333 6.1807 -0.4249 0.095
H -0.1857 5.3294 0.9568 -0.253
H 1.5308 5.6782 0.9874 0.480
H -1.6771 8.8903 4.4724 0.350
H -2.0181 9.9962 3.0596 0.349
H -0.4827 9.1674 3.1874 0.326
O 2.2628 1.0165 -4.5784 -0.477
S 3.0257 1.8758 -3.6873 1.059
O 4.2942 2.5043 -4.1299 -0.651
O 1.9904 3.0405 -3.0834 -0.185
C 2.4725 4.1452 -2.4165 0.955
C 3.0105 5.1654 -3.4193 -1.484
C 3.3115 0.9121 -2.0976 -0.112
H 3.2100 3.7768 -1.7035 0.267
H 1.5958 4.5447 -1.9066 -0.696
H 2.5597 5.1994 -4.4111 0.320
H 4.0983 5.1776 -3.4876 0.375
H 2.7709 6.1490 -3.0153 0.420
H 2.3004 0.7245 -1.7363 -0.517
H 3.8305 1.5273 -1.3626 0.300
H 3.8178 -0.0207 -2.3459 0.468
O -4.3183 -6.5110 -0.8436 -0.654
S -3.4093 -5.6890 -0.0115 1.268
O -3.2120 -5.9416 1.4454 -0.681
O -1.8813 -5.8010 -0.6960 -0.331
C -0.7589 -5.5454 0.0829 0.910
C 0.4815 -5.7160 -0.7642 -1.228
C -3.8192 -3.9651 -0.2440 0.152
H -0.6857 -6.1037 1.0162 0.438
H -0.7325 -4.4921 0.3620 -0.579
H 0.5440 -5.0846 -1.6505 -0.130
H 0.3953 -6.7385 -1.1319 0.472
H 1.4178 -5.5642 -0.2272 0.394
H -3.0339 -3.3449 0.1881 -0.461
H -4.7936 -3.7754 0.2061 0.327
H -3.8763 -3.8700 -1.3284 -0.018
O -6.1431 -2.4740 -1.5642 -0.650
S -5.5601 -1.2927 -2.2116 1.284
O -6.0390 0.0757 -1.9171 -0.570
O -3.9060 -1.3454 -2.0451 0.194
C -3.1666 -0.2180 -2.4459 0.364
C -1.8071 -0.6657 -3.1045 -0.952
C -5.5944 -1.5652 -4.0503 -1.032
H -2.9276 0.4174 -1.5930 -1.064
H -3.7467 0.4629 -3.0688 0.805
H -1.2606 -1.2878 -2.3957 -0.230
H -1.2326 0.2473 -3.2610 0.534
H -2.0349 -1.2074 -4.0225 0.464
H -5.2461 -2.5740 -4.2722 0.315
H -4.9428 -0.7616 -4.3935 0.348
H -6.5804 -1.3798 -4.4763 0.407
O 1.8822 0.5507 3.8468 -0.482
S 1.3352 1.8942 3.6527 1.221
O 1.7418 2.7409 2.5340 -0.521
O -0.3675 1.8063 3.5915 -0.054
C -1.1606 2.9511 3.6015 0.653
C -2.4033 2.5781 4.3848 -1.247
C 1.5304 2.8712 5.2088 -1.069
H -1.3995 3.2079 2.5694 -0.530
H -0.8010 3.8401 4.1195 0.335
H -2.1750 2.2315 5.3927 0.365
H -2.9321 1.8419 3.7794 -0.139
H -3.0897 3.4243 4.4134 0.513
H 2.6076 2.9330 5.3633 0.400
H 0.9358 2.3762 5.9766 0.308
H 1.2009 3.8908 5.0092 0.334
N -0.1798 -2.2718 4.5640 0.064
C -0.7723 -3.2689 3.7841 -0.572
C -2.1332 -3.3019 3.5539 0.083
C -2.9015 -2.3358 4.1559 -0.503
C -2.3144 -1.2266 4.8383 -0.336
C -0.9094 -1.2313 4.9727 -0.407
H -0.0591 -4.0056 3.4450 0.611
H -2.6188 -4.1207 3.0439 0.559
H -3.9703 -2.3230 4.0012 0.476
H -2.9353 -0.4031 5.1587 0.480
H -0.3538 -0.4440 5.4603 0.489
C 1.0810 -4.1846 -5.9240 -1.093
C 2.4324 -3.6335 -5.3244 0.918
C 2.1355 -2.4197 -4.4321 0.774
F 3.1990 -1.7769 -4.0494 -0.222
F 1.3529 -1.5195 -5.0263 -0.316
F 2.9883 -4.6209 -4.5843 -0.194
F 3.1713 -3.4683 -6.3514 -0.341
O 0.2302 -4.6685 -4.9539 -0.356
C -1.1501 -4.8267 -5.2563 0.777
C -1.8132 -5.2069 -3.9077 0.188
F -1.6203 -4.2107 -2.9956 0.068
F -3.1253 -5.4455 -3.9330 -0.340
F -1.6917 -3.7018 -5.7394 -0.266
F -1.2798 -5.8238 -6.0671 -0.284
H 1.2773 -5.0579 -6.5459 0.410
H 0.6072 -3.4185 -6.5379 0.470
H 1.5473 -2.7771 -3.5868 -0.383
H -1.3973 -6.1171 -3.4755 0.154
C 5.4134 -4.4006 -1.1438 -0.956
C 5.3718 -5.4819 -2.2632 1.218
C 6.1632 -6.7383 -1.8437 0.078
F 6.1565 -7.6436 -2.8511 -0.279
F 7.4585 -6.6534 -1.4627 -0.281
F 4.0888 -5.8216 -2.4480 -0.247
F 5.8508 -4.8969 -3.4274 -0.315
O 4.9128 -4.7624 0.1368 -0.341
C 5.2024 -3.8910 1.2249 0.776
C 4.6955 -4.5203 2.5579 0.083
F 4.8150 -3.6305 3.5284 -0.208
F 3.4209 -4.9226 2.4797 -0.205
F 6.4981 -3.5833 1.2419 -0.300
F 4.5765 -2.7528 0.9346 -0.109
H 4.9105 -3.5092 -1.5186 0.314
H 6.4449 -4.0529 -1.0884 0.409
H 5.7385 -7.2687 -0.9914 0.210
H 5.2118 -5.4169 2.9008 0.211
```